{
  "formula": "C20H20AsCoF6N4OS2",
  "method": "the ωB97M-V functional and the def2-TZVPD basis",
  "species": ["Co", "C", "C", "N", "N", "C", "S", "S", "C", "C", "C", "C", "C", "C", "C", "C", "C", "C", "C", "C", "C", "O", "H", "H", "H", "H", "H", "H", "H", "H", "H", "H", "H", "H", "H", "H", "C", "N", "C", "C", "N", "C", "H", "H", "H", "H", "H", "H", "F", "As", "F", "F", "F", "F", "F"],
  "coordinates": [[-0.04, -1.28, 0.53], [-0.80, 2.96, -0.14], [-1.02, 1.47, -0.08], [0.01, 0.63, -0.07], [1.20, 1.25, -0.22], [2.24, 0.52, 0.08], [2.18, -1.04, 0.73], [3.84, 1.13, -0.10], [3.61, 2.33, -1.48], [3.60, 1.66, -2.82], [4.78, 1.32, -3.46], [4.75, 0.67, -4.68], [3.54, 0.36, -5.28], [2.35, 0.70, -4.66], [2.38, 1.36, -3.43], [-2.38, 1.03, -0.04], [-3.44, 1.95, 0.02], [-4.74, 1.53, -0.01], [-5.07, 0.13, -0.10], [-4.09, -0.79, -0.15], [-2.71, -0.38, -0.10], [-1.82, -1.25, -0.14], [0.25, 3.20, -0.23], [-1.18, 3.42, 0.77], [-1.33, 3.39, -0.99], [4.46, 3.01, -1.36], [2.69, 2.87, -1.27], [5.73, 1.55, -2.99], [5.68, 0.40, -5.17], [3.52, -0.16, -6.23], [1.41, 0.48, -5.12], [1.45, 1.63, -2.94], [-3.24, 3.01, 0.07], [-5.54, 2.26, 0.03], [-6.11, -0.17, -0.13], [-4.29, -1.86, -0.22], [-2.05, -1.40, 5.37], [-1.18, -0.92, 4.29], [0.00, -0.21, 4.44], [0.50, -0.03, 3.20], [-0.36, -0.61, 2.28], [-1.35, -1.15, 2.99], [-1.56, -1.22, 6.32], [-2.22, -2.47, 5.26], [-3.00, -0.87, 5.35], [0.36, 0.10, 5.40], [1.40, 0.49, 2.90], [-2.19, -1.70, 2.58], [0.57, -2.79, -0.68], [-0.03, -4.31, 0.12], [-1.48, -4.11, -0.75], [-0.68, -3.04, 1.28], [-0.69, -5.54, 1.07], [1.40, -4.25, 1.05], [0.67, -5.27, -1.07]],
  "mulliken_spin": [0.00, 0.01, -0.09, 0.19, 0.15, 0.02, 0.08, 0.08, 0.00, 0.00, 0.00, 0.00, 0.00, 0.00, 0.00, 0.16, -0.12, 0.20, -0.02, 0.07, 0.10, 0.17, 0.00, 0.00, 0.00, 0.00, 0.00, 0.00, 0.00, 0.00, 0.00, 0.00, -0.01, 0.00, 0.00, 0.00, 0.00, 0.00, 0.00, 0.00, -0.01, 0.01, 0.00, 0.00, 0.00, 0.00, 0.00, -0.01, 0.01, 0.00, 0.00, 0.00, 0.00, 0.00, 0.00],
  "e_tot_ev": -165509.458,
  "gap_ev": [6.9, 4.9],
  "homo_energy_ev": [-11.46, -11.44],
  "max_force_ev_per_a": 1.94,
  "multiplicity": 2,
  "e_above_lowest_kj_mol": 42.3,
  "charge": 1
}

=====

{
  "formula": "C38H85Br2ClN9O7P",
  "method": "the ωB97M-V functional and the def2-TZVPD basis",
  "species": ["C", "C", "C", "C", "C", "C", "C", "C", "C", "C", "P", "Cl", "C", "C", "N", "C", "N", "C", "C", "Br", "C", "C", "Br", "H", "H", "H", "H", "H", "H", "H", "H", "H", "H", "H", "H", "H", "H", "H", "H", "H", "H", "H", "H", "H", "H", "H", "H", "H", "H", "H", "H", "H", "H", "H", "H", "H", "H", "H", "H", "C", "C", "O", "N", "C", "H", "H", "H", "H", "H", "H", "H", "C", "C", "O", "N", "C", "H", "H", "H", "H", "H", "H", "H", "C", "C", "O", "N", "C", "H", "H", "H", "H", "H", "H", "H", "C", "C", "O", "N", "C", "H", "H", "H", "H", "H", "H", "H", "C", "C", "O", "N", "C", "H", "H", "H", "H", "H", "H", "H", "C", "C", "O", "N", "C", "H", "H", "H", "H", "H", "H", "H", "C", "C", "O", "N", "C", "H", "H", "H", "H", "H", "H", "H"],
  "coordinates": [[-0.68, 1.34, 5.09], [-1.34, 0.90, 3.79], [-0.54, -0.17, 3.05], [-0.89, -0.25, 1.57], [-0.33, -1.47, 0.86], [1.18, -1.65, 0.97], [1.98, -0.73, 0.06], [2.19, 0.70, 0.61], [3.43, 1.40, 0.08], [4.70, 1.48, 0.93], [4.51, 2.12, 2.62], [5.01, 4.28, 1.89], [6.10, 2.30, 3.58], [7.36, 2.51, 2.72], [8.09, 3.76, 2.96], [2.86, 2.82, 3.13], [2.16, 3.63, 2.13], [0.71, 3.45, 2.23], [4.14, 0.41, 3.50], [4.33, -1.19, 2.49], [3.82, 0.31, 4.82], [3.69, 1.42, 5.82], [3.45, -1.34, 5.71], [-0.13, 2.28, 4.99], [-1.41, 1.48, 5.88], [0.04, 0.59, 5.40], [-2.31, 0.48, 4.05], [-1.50, 1.74, 3.11], [-0.67, -1.14, 3.54], [0.52, 0.08, 3.17], [-1.98, -0.32, 1.50], [-0.55, 0.67, 1.09], [-0.66, -1.50, -0.18], [-0.80, -2.34, 1.33], [1.44, -2.68, 0.72], [1.48, -1.51, 2.01], [2.95, -1.16, -0.18], [1.43, -0.63, -0.88], [2.14, 0.67, 1.69], [1.34, 1.29, 0.29], [3.18, 2.43, -0.15], [3.71, 0.94, -0.87], [5.32, 2.22, 0.43], [5.30, 0.57, 0.92], [5.95, 3.16, 4.23], [6.23, 1.42, 4.19], [7.13, 2.43, 1.66], [8.02, 1.68, 2.95], [8.01, 4.36, 2.16], [7.71, 4.24, 3.75], [3.05, 3.40, 4.04], [2.22, 2.00, 3.42], [2.31, 4.59, 2.38], [0.38, 3.17, 3.23], [0.33, 2.75, 1.49], [0.26, 4.41, 2.00], [4.04, 2.37, 5.44], [4.21, 1.16, 6.73], [2.64, 1.55, 6.09], [-5.85, -1.35, -1.07], [-4.61, -0.79, -0.40], [-3.49, -1.14, -0.71], [-4.80, 0.13, 0.59], [-6.05, 0.66, 1.10], [-5.53, -2.06, -1.82], [-6.49, -1.86, -0.34], [-6.42, -0.56, -1.55], [-3.94, 0.46, 1.00], [-6.10, 1.74, 0.97], [-6.15, 0.44, 2.16], [-6.89, 0.21, 0.58], [-2.55, -4.94, 0.48], [-2.56, -5.46, 1.90], [-3.14, -4.91, 2.81], [-1.87, -6.62, 2.11], [-1.13, -7.40, 1.13], [-3.13, -4.02, 0.44], [-1.53, -4.74, 0.16], [-2.99, -5.67, -0.20], [-1.89, -6.94, 3.06], [-1.53, -8.41, 1.06], [-0.07, -7.47, 1.41], [-1.19, -6.94, 0.15], [-1.95, -4.06, -3.30], [-1.70, -5.55, -3.28], [-1.37, -6.15, -2.28], [-1.87, -6.21, -4.46], [-2.24, -5.64, -5.74], [-1.78, -3.66, -2.31], [-1.28, -3.57, -4.01], [-2.97, -3.84, -3.59], [-1.70, -7.20, -4.40], [-3.17, -6.08, -6.11], [-1.46, -5.84, -6.48], [-2.37, -4.57, -5.65], [-1.65, 0.11, -6.77], [-1.41, -1.38, -6.73], [-1.10, -1.95, -5.70], [-1.55, -2.05, -7.90], [-1.92, -1.53, -9.21], [-1.50, 0.50, -5.76], [-0.96, 0.60, -7.45], [-2.67, 0.33, -7.08], [-1.37, -3.04, -7.82], [-2.83, -2.00, -9.56], [-1.13, -1.73, -9.93], [-2.07, -0.46, -9.17], [-0.64, -1.88, 7.92], [-2.08, -1.41, 7.85], [-2.43, -0.53, 7.08], [-2.97, -2.01, 8.68], [-2.73, -3.07, 9.64], [-0.06, -1.31, 7.20], [-0.23, -1.72, 8.91], [-0.57, -2.94, 7.67], [-3.91, -1.66, 8.58], [-3.32, -3.95, 9.40], [-2.99, -2.74, 10.65], [-1.68, -3.35, 9.64], [0.42, 1.94, -12.45], [-0.04, 0.53, -12.14], [-1.13, 0.31, -11.63], [0.80, -0.48, -12.44], [2.13, -0.40, -13.03], [-0.37, 2.62, -12.15], [1.33, 2.18, -11.90], [0.61, 2.06, -13.51], [0.44, -1.39, -12.22], [2.16, -0.94, -13.98], [2.87, -0.83, -12.37], [2.39, 0.63, -13.22], [0.14, 7.64, 0.77], [0.54, 7.45, 2.21], [1.25, 6.52, 2.55], [0.07, 8.34, 3.12], [-0.79, 9.49, 2.89], [0.60, 6.85, 0.18], [-0.95, 7.59, 0.65], [0.48, 8.61, 0.39], [0.37, 8.15, 4.06], [-0.29, 10.41, 3.20], [-1.72, 9.39, 3.46], [-1.04, 9.57, 1.84]],
  "lowdin_charge": [-0.11, -0.25, -0.21, -0.20, -0.20, -0.23, -0.22, -0.23, -0.22, -0.37, 0.75, 0.22, -0.32, -0.35, -0.02, -0.36, -0.14, -0.10, -0.75, 0.81, -0.84, -0.16, 0.71, 0.05, 0.05, 0.06, 0.10, 0.09, 0.13, 0.09, 0.09, 0.09, 0.10, 0.10, 0.11, 0.07, 0.08, 0.12, 0.07, 0.09, 0.10, 0.11, 0.04, 0.04, 0.07, 0.07, 0.07, 0.10, 0.04, 0.05, 0.09, 0.07, 0.03, 0.06, 0.05, 0.06, 0.05, 0.07, 0.08, -0.01, -0.55, 0.03, 0.01, -0.08, 0.08, 0.08, 0.08, 0.12, 0.08, 0.08, 0.07, -0.02, -0.55, 0.02, 0.00, -0.07, 0.08, 0.08, 0.08, 0.13, 0.08, 0.08, 0.05, 0.00, -0.53, 0.02, 0.01, -0.08, 0.07, 0.06, 0.09, 0.13, 0.08, 0.08, 0.06, -0.01, -0.54, 0.02, 0.01, -0.07, 0.08, 0.08, 0.08, 0.13, 0.09, 0.06, 0.06, 0.00, -0.54, 0.03, 0.01, -0.08, 0.06, 0.09, 0.09, 0.14, 0.08, 0.08, 0.07, -0.01, -0.54, 0.03, 0.01, -0.08, 0.08, 0.08, 0.08, 0.13, 0.08, 0.08, 0.07, 0.00, -0.53, 0.03, 0.01, -0.08, 0.09, 0.09, 0.09, 0.14, 0.08, 0.08, 0.07],
  "e_tot_ev": -230426.529,
  "gap_ev": 8.8,
  "homo_energy_ev": -8.32,
  "max_force_ev_per_a": 2.01,
  "multiplicity": 1
}